Computed, not measured: an isolated molecule of C6H13N in a non-equilibrium geometry, with ωB97M-V/def2-TZVPD.

Computed properties:
Gap between HOMO and LUMO (eV): 9.32
Structure (SMILES): CCC(=CN)CC
E_HOMO (Ha): -0.3057

Last columns: bonded neighbours and bond lengths (Å).
Cartesian coordinates (Å):
1 C 0.7221 0.2053 -2.3736  C2 1.533, H8 1.092, H9 1.088, H10 1.082
2 C 0.0247 -0.6715 -1.3266  C1 1.533, C3 1.527, H11 1.092, H12 1.100
3 C 0.0475 -0.0560 0.0707  C2 1.527, C4 1.345, C6 1.521
4 C 0.5466 -0.6881 1.1476  C3 1.345, N5 1.420, H13 1.092
5 N 0.4555 -2.0545 1.5251  C4 1.420, H14 1.016, H15 1.019
6 C -0.1947 1.4421 0.1662  C3 1.521, C7 1.521, H16 1.088, H17 1.090
7 C -1.4377 1.7390 0.9914  C6 1.521, H18 1.089, H19 1.096, H20 1.092
8 H 1.4385 0.8855 -1.9077  C1 1.092
9 H -0.0058 0.8618 -2.8452  C1 1.088
10 H 1.2516 -0.4135 -3.0865  C1 1.082
11 H 0.4401 -1.6815 -1.3093  C2 1.092
12 H -1.0034 -0.8760 -1.6597  C2 1.100
13 H 1.1676 -0.0346 1.7643  C4 1.092
14 H -0.4657 -2.2227 1.9180  N5 1.016
15 H 0.4586 -2.6869 0.7267  N5 1.019
16 H -0.1616 1.9748 -0.7815  C6 1.088
17 H 0.6729 1.8227 0.7045  C6 1.090
18 H -2.3395 1.1840 0.7385  C7 1.089
19 H -1.2521 1.4639 2.0359  C7 1.096
20 H -1.5695 2.8188 1.0928  C7 1.092

Taken from the natural (NBO) analysis, the atomic charges in e are: atom 1 (C): -0.606, atom 2 (C): -0.440, atom 3 (C): 0.008, atom 4 (C): -0.039, atom 5 (N): -0.850, atom 6 (C): -0.444, atom 7 (C): -0.602, atom 8 (H): 0.208, atom 9 (H): 0.207, atom 10 (H): 0.217, atom 11 (H): 0.199, atom 12 (H): 0.204, atom 13 (H): 0.177, atom 14 (H): 0.366, atom 15 (H): 0.354, atom 16 (H): 0.206, atom 17 (H): 0.210, atom 18 (H): 0.208, atom 19 (H): 0.207, atom 20 (H): 0.209